Entry from the Open Molecules 2025 dataset: one molecule with the formula C5H6BF5O8S2 at a distorted geometry (the ωB97M-V functional and the def2-TZVPD basis).

- total charge = 0
- frontier orbital gap (eV) = 11.3
- SMILES = O=S1(=O)O[C@H](CB(O)O)[C@@H](S(=O)(=O)C(F)(F)C(F)(F)F)O1

Geometry (Å):
O (0.968, -2.980, 2.053)
S (0.403, -2.750, 0.769)
O (-0.085, -3.899, 0.101)
O (1.456, -1.909, -0.083)
C (0.981, -0.596, -0.485)
C (1.731, 0.538, 0.179)
B (3.273, 0.639, -0.247)
O (3.947, 1.787, 0.022)
O (3.926, -0.410, -0.853)
C (-0.472, -0.561, 0.026)
S (-1.740, -0.200, -1.239)
O (-2.640, -1.298, -1.368)
O (-1.094, 0.223, -2.444)
C (-2.705, 1.290, -0.641)
F (-3.871, 1.231, -1.282)
F (-2.018, 2.389, -0.958)
C (-2.987, 1.296, 0.893)
F (-2.012, 1.956, 1.540)
F (-4.127, 1.956, 1.115)
F (-3.066, 0.061, 1.384)
O (-0.790, -1.644, 0.863)
H (1.055, -0.625, -1.562)
H (1.235, 1.471, -0.080)
H (1.651, 0.398, 1.258)
H (3.384, 2.388, 0.509)
H (4.138, -1.045, -0.163)
H (-0.541, 0.295, 0.692)

Cartesian forces, eV/Å:
O -0.14 0.78 0.12
S 0.34 -1.54 1.03
O -0.04 0.50 -0.82
O -0.61 0.17 0.25
C -0.40 -0.74 0.11
C 0.80 -0.52 -0.48
B -0.16 0.04 0.11
O 0.07 -0.23 -0.09
O 0.03 0.37 0.29
C -0.76 1.38 0.98
S -0.15 -1.55 -1.78
O -0.36 0.02 0.86
O 0.56 0.79 0.36
C 0.15 -0.45 0.71
F 0.23 0.16 -0.19
F -0.20 0.06 -0.17
C -0.30 0.72 0.17
F -0.02 -0.33 -0.13
F 0.24 -0.38 0.05
F -0.08 0.22 -0.14
O 1.04 -0.36 -0.91
H -0.11 0.39 -0.26
H -0.20 0.14 0.00
H -0.02 0.11 0.22
H 0.01 0.45 0.04
H 0.10 -0.55 -0.25
H -0.03 0.34 -0.09

---

Entry from the Open Molecules 2025 dataset: one molecule with the formula C5H6BNO2S at a distorted geometry (the ωB97M-V functional and the def2-TZVPD basis).

- total charge = 0
- energy relative to the best compared isomer or geometry (same formula, charge and spin) (kJ/mol) = 85.0
- frontier orbital gap (eV) = 8.1
- SMILES = OB(O)/C=C/C=C\N=C=S

Geometry (Å):
B (1.028, 1.494, -0.039)
C (-1.108, -1.905, 0.082)
C (-0.077, -0.921, 0.244)
C (-2.410, -1.678, -0.125)
C (-0.031, 0.402, -0.038)
C (-4.054, 0.134, -0.103)
N (-3.051, -0.501, -0.213)
O (0.382, 2.689, -0.281)
O (2.357, 1.520, 0.357)
S (-5.011, 1.327, 0.167)
H (-0.829, -2.912, 0.227)
H (0.848, -1.337, 0.468)
H (-3.052, -2.620, -0.428)
H (-0.880, 0.953, -0.449)
H (0.811, 3.536, -0.213)
H (2.574, 2.468, 0.575)

Cartesian forces, eV/Å:
B 0.95 1.22 1.21
C -1.00 1.35 0.30
C 0.13 1.86 -0.82
C -1.08 -3.50 -1.30
C -1.12 -1.15 -0.78
C 1.58 0.50 0.32
N -0.50 0.19 -0.16
O -0.52 0.16 -0.36
O -0.20 1.05 0.19
S -1.23 0.38 -0.07
H 0.28 -0.97 -0.18
H 1.69 -0.80 0.80
H 1.07 1.93 0.98
H -0.55 -0.79 0.30
H 0.48 0.19 -0.02
H 0.02 -1.61 -0.42

---

Entry from the Open Molecules 2025 dataset: one molecule with the formula C5H6Br2 at a distorted geometry (the ωB97M-V functional and the def2-TZVPD basis).

- total charge = 0
- energy relative to the best compared isomer or geometry (same formula, charge and spin) (kJ/mol) = 119.3
- frontier orbital gap (eV) = 8.7
- SMILES = C=C/C(Br)=C(/C)Br

Geometry (Å):
C (1.663, 0.780, 1.902)
C (0.758, 1.055, 0.968)
C (0.145, 0.064, 0.179)
C (-0.859, 0.028, -0.802)
C (-1.314, -1.120, -1.491)
Br (0.862, -1.745, 0.413)
Br (-1.613, 1.720, -1.178)
H (2.128, 1.666, 2.201)
H (2.001, -0.217, 2.283)
H (0.574, 1.994, 0.640)
H (-1.395, -0.962, -2.628)
H (-0.588, -2.025, -1.270)
H (-2.361, -1.240, -1.219)

Cartesian forces, eV/Å:
C -0.03 -0.59 -0.10
C 0.93 -2.86 0.71
C -2.93 -3.24 -3.13
C 3.84 2.66 3.64
C -0.01 -2.54 -2.84
Br 0.53 0.31 0.77
Br -0.34 0.09 -0.22
H 1.02 0.91 1.26
H -0.56 1.21 -0.59
H -0.49 3.09 -0.57
H 0.43 -0.06 1.52
H -2.26 1.81 -0.70
H -0.13 -0.78 0.25

---

Entry from the Open Molecules 2025 dataset: C5H6Br2Cl2 as an isolated structure (the ωB97M-V functional and the def2-TZVPD basis).

- total charge = 0
- energy relative to the best compared isomer or geometry (same formula, charge and spin) (kJ/mol) = 150.2
- frontier orbital gap (eV) = 7.7

Geometry (Å):
C (-0.820, 0.201, 0.427)
C (-0.178, -0.476, -0.554)
C (2.126, 0.213, -0.201)
C (-1.373, 1.576, 0.334)
C (0.216, -1.917, -0.491)
Cl (-0.870, -0.505, 2.000)
Cl (-0.201, 0.199, -2.152)
Br (2.565, -0.299, 1.535)
Br (2.149, 2.064, -0.397)
H (-2.278, 1.654, 0.933)
H (-1.595, 1.825, -0.700)
H (-0.653, 2.307, 0.709)
H (-0.664, -2.534, -0.677)
H (0.617, -2.174, 0.487)
H (0.959, -2.134, -1.253)

Cartesian forces, eV/Å:
C 0.80 -0.01 -0.46
C -0.74 -0.14 0.33
C -0.02 -0.37 -0.28
C -0.12 -0.02 -0.06
C -0.01 -0.10 -0.06
Cl -0.12 -0.07 0.14
Cl -0.12 -0.03 -0.28
Br 0.22 0.05 0.47
Br 0.10 0.59 0.11
H -0.02 0.04 0.01
H -0.04 0.04 0.02
H 0.08 0.03 0.09
H -0.03 -0.05 0.00
H -0.02 0.00 -0.05
H 0.05 0.03 0.02

---

Entry from the Open Molecules 2025 dataset: one molecule with the formula C5H6Br2N2 at a distorted geometry (the ωB97M-V functional and the def2-TZVPD basis).

- total charge = 0
- energy relative to the best compared isomer or geometry (same formula, charge and spin) (kJ/mol) = 120.1
- frontier orbital gap (eV) = 8.9
- SMILES = N#C[C@]1(Br)CCCN1Br

Geometry (Å):
C (-0.178, 2.225, -0.878)
C (-0.130, -1.061, 1.054)
C (-0.531, 0.408, 0.958)
C (1.022, -1.081, -0.055)
C (-0.423, 0.793, -0.436)
N (0.056, 3.262, -1.210)
N (0.651, -0.014, -0.979)
Br (-2.239, 0.256, -1.310)
Br (1.033, -0.227, -2.837)
H (0.048, -1.500, 2.044)
H (-1.062, -1.570, 0.749)
H (-1.597, 0.575, 1.464)
H (0.276, 0.949, 1.495)
H (2.065, -0.914, 0.421)
H (1.008, -2.100, -0.479)

Cartesian forces, eV/Å:
C -1.59 -5.75 2.31
C -0.56 0.14 -1.70
C -0.98 0.64 4.41
C 0.20 -1.50 1.71
C 0.35 0.21 -4.27
N 0.97 4.39 -1.41
N 0.04 0.06 0.32
Br 0.37 0.30 0.09
Br -0.57 0.31 1.67
H 0.64 0.72 -0.25
H 0.74 -0.40 -0.56
H 2.50 0.10 -1.26
H -0.69 0.25 0.04
H -1.63 -0.09 -0.79
H 0.22 0.61 -0.33

---

Entry from the Open Molecules 2025 dataset: one molecule with the formula C5H6Br2N2O2 at a distorted geometry (the ωB97M-V functional and the def2-TZVPD basis).

- total charge = 0
- energy relative to the best compared isomer or geometry (same formula, charge and spin) (kJ/mol) = 194.9
- frontier orbital gap (eV) = 9.0

Geometry (Å):
C (0.958, -0.540, -1.501)
C (0.169, 0.510, 0.552)
C (-0.973, -1.258, -0.567)
C (2.198, 1.348, -0.498)
C (-1.924, -0.253, 1.504)
N (1.169, 0.353, -0.567)
N (-0.813, -0.439, 0.552)
O (1.348, -1.193, -2.412)
O (0.301, 1.438, 1.297)
Br (-2.448, -0.951, -1.800)
Br (-0.803, -3.163, -0.089)
H (3.129, 0.868, -0.489)
H (2.305, 1.736, -1.503)
H (1.951, 2.065, 0.178)
H (-1.524, -0.030, 2.574)
H (-2.607, 0.608, 1.349)
H (-2.437, -1.101, 1.422)

Cartesian forces, eV/Å:
C -2.82 -3.18 0.74
C 0.30 -0.25 -1.47
C 3.25 0.23 -1.31
C 0.85 -1.47 -4.10
C 2.49 4.01 2.20
N -1.87 -0.11 1.44
N -0.89 1.30 0.11
O 0.13 1.84 0.97
O -0.25 -0.40 0.30
Br 0.34 0.04 0.66
Br -0.20 0.70 -0.29
H 1.57 -0.63 1.39
H -0.50 0.90 -0.32
H -0.23 1.75 1.96
H -0.48 -0.90 -1.86
H 0.63 -0.37 -0.70
H -2.30 -3.48 0.28

---

Entry from the Open Molecules 2025 dataset: one molecule with the formula C5H6Br2S at a distorted geometry (the ωB97M-V functional and the def2-TZVPD basis).

- total charge = 0
- energy relative to the best compared isomer or geometry (same formula, charge and spin) (kJ/mol) = 46.6
- frontier orbital gap (eV) = 8.9
- SMILES = CC1=C(Br)C[C@@H](Br)S1

Geometry (Å):
C (0.623, 0.736, 0.015)
C (0.498, -0.430, -0.613)
C (-0.512, 0.999, 1.336)
C (-1.681, 0.114, 0.971)
C (1.285, -1.209, -1.625)
S (-0.865, -1.381, 0.130)
Br (2.025, 1.955, 0.081)
Br (-2.992, 0.958, -0.399)
H (-0.115, 0.618, 2.286)
H (-0.666, 2.156, 1.530)
H (-2.254, -0.223, 1.752)
H (1.514, -0.637, -2.563)
H (0.793, -2.152, -1.702)
H (2.346, -1.503, -1.200)

Cartesian forces, eV/Å:
C -2.11 0.33 3.22
C -0.71 0.09 1.19
C 1.54 1.49 -2.21
C 1.74 0.17 -3.64
C 2.84 0.72 0.96
S -0.57 1.35 0.21
Br 0.32 0.09 -0.55
Br 0.99 -0.43 1.17
H 0.41 -0.16 -0.39
H -0.06 -2.43 -0.83
H -1.47 -0.70 1.72
H -0.66 -0.78 0.73
H -0.33 -0.56 -1.00
H -1.93 0.80 -0.58

---

Entry from the Open Molecules 2025 dataset: C5H6BrFInNP as an isolated structure at a distorted geometry (the ωB97M-V functional and the def2-TZVPD basis).

- total charge = +3
- frontier orbital gap (eV) = 3.5

Geometry (Å):
F (2.065, 0.137, 1.819)
P (2.158, -0.058, 0.046)
Br (2.291, -0.307, -2.221)
C (0.246, -0.137, 0.053)
C (-0.696, 1.220, -0.132)
C (-2.318, 0.995, -0.066)
N (-3.067, -0.291, 0.135)
C (-2.192, -1.500, 0.306)
C (-0.555, -1.575, 0.280)
H (2.969, -1.245, 0.251)
H (2.875, 1.216, -0.031)
H (-0.196, 2.280, -0.263)
H (-2.982, 1.983, -0.168)
H (-2.754, -2.535, 0.506)
H (0.023, -2.597, 0.448)
In (2.133, 2.414, -0.961)

Cartesian forces, eV/Å:
F -0.22 0.10 -3.52
P 0.87 -3.26 4.11
Br -0.23 0.40 0.16
C -5.07 0.38 0.04
C 1.81 -5.05 0.91
C -1.62 -2.44 0.35
N 6.37 0.05 -0.06
C -2.30 2.56 -0.21
C 1.61 4.41 -0.42
H -0.77 0.71 -0.08
H 0.68 -2.91 2.14
H -1.56 -2.05 0.52
H 1.21 -2.25 0.27
H 0.99 2.28 -0.51
H -1.26 2.05 -0.38
In -0.51 5.04 -3.30

---

Entry from the Open Molecules 2025 dataset: an isolated ion of composition C5H6BrN2OS and charge +1 at a distorted geometry (the ωB97M-V functional and the def2-TZVPD basis).

- total charge = +1
- frontier orbital gap (eV) = 9.2

Geometry (Å):
C (1.935, -0.112, 1.009)
C (0.987, 0.535, 3.242)
C (0.559, 0.205, 0.922)
C (0.032, 0.486, 2.240)
C (-0.162, 0.035, -0.338)
N (0.551, -0.026, -1.448)
N (-1.427, -0.226, -0.386)
O (-2.040, -0.251, -1.624)
S (2.489, 0.001, 2.582)
Br (-1.810, 1.030, 2.496)
H (2.386, -0.490, 0.116)
H (0.810, 0.702, 4.235)
H (1.429, 0.423, -1.692)
H (0.164, -0.310, -2.342)
H (-1.883, 0.068, 0.514)
H (-2.735, 0.427, -1.772)

Cartesian forces, eV/Å:
C -2.85 0.46 -0.32
C -0.63 -1.29 -4.03
C 0.76 -0.39 1.37
C 0.14 0.97 -0.10
C 2.37 -0.07 -0.41
N 0.71 0.14 -2.30
N -1.69 1.22 1.19
O -0.08 -0.56 -0.24
S 0.40 0.26 0.46
Br 0.92 -0.22 0.25
H 1.03 -0.17 0.26
H -0.10 0.47 2.29
H -0.02 0.04 1.34
H -0.83 -0.09 0.53
H -0.70 -0.70 -1.20
H 0.57 -0.06 0.91

---

Entry from the Open Molecules 2025 dataset: a 2-piece molecular cluster, C5H6BrN3O2 overall at a distorted geometry (the ωB97M-V functional and the def2-TZVPD basis).

- total charge = 0
- multiplicity = 3
- energy relative to the best compared isomer or geometry (same formula, charge and spin) (kJ/mol) = 171.3
- frontier orbital gap (alpha / beta) (eV) = 6.7 / 6.6

Geometry (Å):
C (-1.244, 0.230, -0.092)
C (-3.096, -0.234, 0.742)
C (-0.145, -1.958, -0.711)
C (0.523, 1.363, -0.661)
C (-0.154, -0.718, 0.208)
N (-0.908, 1.358, -0.510)
N (-3.046, -0.655, 1.915)
N (1.044, 0.041, -0.174)
O (0.909, -1.999, -1.483)
O (-1.056, -2.756, -0.653)
Br (-4.402, -0.038, -0.505)
H (0.927, 1.483, -1.660)
H (0.855, 2.425, -0.168)
H (-0.186, -1.182, 1.255)
H (-3.806, -1.155, 2.338)
H (1.413, -1.093, -1.290)
H (1.718, 0.075, 0.539)

Cartesian forces, eV/Å:
C 1.42 0.74 -2.37
C -0.94 0.37 5.16
C -1.56 -0.21 0.37
C 1.95 3.17 1.47
C 1.04 -1.80 1.06
N -0.78 -1.51 -0.28
N 0.32 0.83 -2.53
N -0.88 1.38 -0.07
O 0.84 0.46 -0.48
O 0.85 0.24 -0.28
Br -1.01 -0.19 -1.40
H -0.82 0.01 -0.55
H -0.06 -2.85 -0.37
H 0.07 1.08 -1.21
H -0.35 -0.79 0.32
H -1.04 -1.36 0.06
H 0.93 0.42 1.10

---

no.,E (eV)
1,-57596.854
2,-22379.521
3,-145365.096
4,-170408.840
5,-148345.120
6,-152440.288
7,-156200.803
8,-93948.622
9,-91179.168
10,-83883.062